[1]
Computed, not measured: a structure of composition C12H24LiO7P, with ωB97M-V/def2-TZVPD.

Computed properties:
Gap between HOMO and LUMO: 0.104 Ha
Total charge: -2
Total energy: -36660.7532 eV
Lowest unoccupied orbital energy: 4.37 eV
Relative energy (zero: lowest compared OMol25 entry of this formula, charge and spin): 5.5 kcal per mole

Positions of all 45 atoms, in Å:
Li: -12.19 -12.11 -0.76
P: -10.32 -12.84 0.39
O: -11.83 -13.13 0.79
O: -10.49 -12.52 -1.18
O: -9.42 -14.05 0.68
O: -9.82 -11.55 1.10
C: -13.11 -16.88 -2.19
C: -13.30 -18.02 -1.18
C: -12.50 -17.57 0.05
O: -11.97 -16.30 -0.24
C: -12.67 -15.71 -1.30
H: -14.04 -16.66 -2.74
H: -12.36 -17.13 -2.94
H: -12.99 -19.00 -1.55
H: -14.37 -18.19 -0.98
H: -11.66 -18.23 0.27
H: -13.11 -17.47 0.95
H: -12.09 -14.96 -1.82
H: -13.57 -15.19 -0.93
C: -12.58 -8.48 1.13
C: -12.94 -7.88 -0.24
C: -13.50 -9.08 -1.02
O: -12.87 -10.20 -0.46
C: -12.72 -10.00 0.93
H: -13.26 -8.13 1.92
H: -11.58 -8.22 1.46
H: -12.01 -7.58 -0.72
H: -13.62 -7.03 -0.17
H: -13.30 -9.04 -2.09
H: -14.60 -9.19 -0.88
H: -11.85 -10.59 1.28
H: -13.61 -10.37 1.46
C: -15.24 -12.28 -3.75
C: -13.89 -12.64 -4.42
C: -12.90 -12.25 -3.35
O: -13.52 -12.70 -2.16
C: -14.93 -12.72 -2.30
H: -16.03 -12.90 -4.16
H: -15.44 -11.21 -3.84
H: -13.74 -12.33 -5.45
H: -13.91 -13.74 -4.48
H: -12.81 -11.15 -3.31
H: -11.90 -12.66 -3.46
H: -15.35 -12.04 -1.56
H: -15.28 -13.73 -2.12



[2]
Computed, not measured: a cluster of 5 separate species, C12H24N2O5 in total, with ωB97M-V/def2-TZVPD.

Computed properties:
Gap between HOMO and LUMO: 0.143 Ha
Total charge: -2
Total energy: -26041.5986 eV
Lowest unoccupied orbital energy: 4.28 eV
Relative energy (zero: lowest compared OMol25 entry of this formula, charge and spin): 56.9 kcal per mole

Positions of all 43 atoms, in Å:
N: 7.52 -1.73 -0.44
H: 7.56 -2.49 -1.14
H: 6.52 -1.55 -0.46
H: 8.00 -0.89 -0.77
H: 7.78 -1.98 0.51
C: 5.93 -3.88 -4.19
C: 7.25 -3.64 -3.33
O: 7.47 -4.20 -2.06
H: 6.06 -3.50 -5.20
H: 5.16 -3.22 -3.80
H: 5.64 -4.93 -4.12
H: 7.41 -2.55 -3.34
H: 8.10 -3.93 -3.97
C: 3.17 -1.86 -1.24
C: 3.94 -1.81 0.07
O: 4.99 -2.71 0.23
H: 2.67 -0.90 -1.36
H: 2.40 -2.64 -1.18
H: 3.91 -2.12 -1.99
H: 3.32 -1.44 0.90
H: 4.44 -0.83 -0.01
C: 7.93 -4.03 3.37
C: 8.95 -3.59 2.33
O: 8.47 -3.95 1.05
H: 8.39 -4.06 4.36
H: 7.65 -5.08 3.23
H: 6.93 -3.58 3.35
H: 9.80 -4.25 2.54
H: 9.24 -2.53 2.36
C: 4.34 -1.62 5.55
C: 4.19 -1.78 4.20
C: 5.20 -1.37 3.35
C: 6.15 -0.47 3.84
C: 6.40 -0.41 5.21
C: 5.47 -0.96 6.05
N: 7.10 0.16 2.89
O: 6.83 0.14 1.70
O: 8.12 0.64 3.30
H: 3.58 -2.10 6.15
H: 3.30 -2.28 3.84
H: 5.02 -1.64 2.31
H: 7.04 0.32 5.68
H: 5.50 -0.83 7.12



[3]
Computed, not measured: a structure of composition C12H24N4OP2Sm, with ωB97M-V/def2-TZVPD.

Computed properties:
2S+1: 7
Gap between HOMO and LUMO (alpha / beta): 0.236 / 0.157 Ha
Total charge: +2
Total energy: -57306.4262 eV
Lowest unoccupied orbital energy (alpha / beta): -7.11 / -9.27 eV
Expectation value of S²: 12.05

Positions of all 44 atoms, in Å:
Sm: 0.72 -0.67 0.18
P: 3.42 0.29 0.60
P: -0.10 -2.97 -1.32
N: 0.36 1.53 0.76
N: -1.47 -0.20 -0.17
H: -1.20 2.90 1.14
H: -2.95 0.90 0.87
H: -1.20 1.48 2.20
C: -1.01 1.81 1.17
H: -2.30 1.71 -0.55
C: -2.02 1.07 0.30
H: 1.06 3.01 2.05
H: -3.35 -0.85 -0.77
C: 1.35 2.16 1.41
C: -2.27 -1.11 -0.73
C: 2.71 1.83 1.27
C: -1.84 -2.35 -1.25
H: 3.41 2.56 1.68
H: -2.64 -2.98 -1.64
H: 0.05 -3.47 -2.65
H: -0.19 -4.29 -0.78
H: 4.35 0.76 -0.39
H: 4.50 -0.02 1.48
H: -1.17 0.79 -2.53
C: -0.19 1.10 -2.92
C: 0.32 0.11 -3.94
C: -0.26 2.54 -3.39
O: 0.78 0.92 -1.77
H: -0.29 0.15 -4.85
H: 1.36 0.34 -4.21
H: 0.27 -0.91 -3.55
H: -0.68 3.20 -2.62
H: 0.71 2.93 -3.72
H: -0.95 2.59 -4.25
H: 0.60 1.60 -1.06
N: -0.47 -2.83 4.06
C: 0.33 -1.91 4.73
C: 0.73 -1.02 3.78
N: 0.22 -1.41 2.53
C: -0.54 -2.50 2.75
H: -0.93 -3.64 4.47
H: 0.55 -1.97 5.78
H: 1.34 -0.13 3.85
H: -1.11 -3.05 2.00



[4]
Computed, not measured: a structure of composition C12H24N4OSTlV, with ωB97M-V/def2-TZVPD.

Computed properties:
Gap between HOMO and LUMO (alpha / beta): 0.235 / 0.235 Ha
Total charge: +2
Total energy: -62040.8658 eV
Lowest unoccupied orbital energy (alpha / beta): -9.64 / -9.66 eV

Positions of all 44 atoms, in Å:
N: 1.85 -0.30 -0.04
C: 2.71 -0.55 0.85
O: 3.53 -0.77 1.66
Tl: 0.61 0.93 -3.45
V: 0.00 -0.06 -0.43
N: -0.68 -1.57 -1.26
N: -0.13 1.65 -1.49
C: -0.34 -2.96 -0.85
C: 0.57 2.95 -1.18
C: 0.84 -3.44 -1.70
C: -1.52 -3.92 -1.04
C: 0.05 -2.99 0.62
C: 0.20 3.97 -2.26
C: 0.15 3.48 0.18
C: 2.07 2.69 -1.18
H: 0.58 -3.45 -2.76
H: 1.11 -4.46 -1.40
H: 1.71 -2.79 -1.56
H: -2.42 -3.55 -0.53
H: -1.26 -4.89 -0.60
H: -1.75 -4.11 -2.10
H: 0.95 -2.40 0.83
H: 0.25 -4.03 0.90
H: -0.77 -2.62 1.25
H: 0.52 3.66 -3.27
H: 0.71 4.92 -2.04
H: -0.88 4.15 -2.28
H: -0.90 3.81 0.18
H: 0.75 4.37 0.43
H: 0.29 2.74 0.98
H: 2.35 1.91 -0.46
H: 2.58 3.62 -0.91
H: 2.46 2.40 -2.17
C: -1.61 1.69 -1.35
H: -1.96 0.79 -0.78
H: -1.94 2.58 -0.80
H: -2.10 1.70 -2.33
C: -1.42 -1.50 -2.54
H: -2.31 -2.14 -2.50
H: -1.79 -0.48 -2.76
H: -0.81 -1.83 -3.40
S: -1.00 0.40 4.03
C: -0.74 0.26 2.49
N: -0.52 0.15 1.30



[5]
Computed, not measured: a structure of composition C12H24N6O6V, with ωB97M-V/def2-TZVPD.

Computed properties:
2S+1: 4
Gap between HOMO and LUMO (alpha / beta): 0.245 / 0.226 Ha
Total energy: -59737.5901 eV
Lowest unoccupied orbital energy (alpha / beta): -0.72 / -1.57 eV
Expectation value of S²: 3.89
Relative energy (zero: lowest compared OMol25 entry of this formula, charge and spin): 84.6 kcal per mole

Positions of all 49 atoms, in Å:
O: 0.26 -0.84 -4.50
H: -0.36 -0.01 -4.58
V: -0.72 0.39 -0.38
N: 0.06 1.65 0.92
N: 0.97 1.01 -1.39
N: -1.50 -0.70 0.94
N: -0.50 -1.41 -1.42
O: -0.35 1.80 2.14
O: -1.84 -0.29 2.21
O: 0.42 -1.85 -2.25
O: 1.52 0.33 -2.27
C: 1.65 2.05 -0.78
C: 1.04 2.46 0.43
C: -1.64 -2.01 0.61
C: -1.09 -2.39 -0.65
C: 1.63 3.43 1.39
H: 2.26 2.82 2.09
H: 0.79 3.91 1.94
H: 2.26 4.15 0.81
C: 2.98 2.52 -1.21
H: 3.32 2.07 -2.13
H: 3.74 2.34 -0.44
H: 3.00 3.60 -1.37
C: -2.10 -2.99 1.63
C: -0.90 -3.82 -0.98
H: -2.50 -2.45 2.49
H: -1.23 -3.59 1.96
H: -2.88 -3.63 1.17
H: -0.41 -3.94 -1.94
H: -1.84 -4.36 -1.01
H: -0.28 -4.31 -0.23
H: -1.21 0.56 2.32
H: 0.17 -1.26 -3.42
C: -2.24 1.30 -0.70
H: -2.14 2.33 -0.26
H: -3.08 0.87 -0.11
H: -2.37 1.34 -1.80
O: -4.85 3.17 -0.95
H: -5.74 2.73 -0.97
H: -4.97 4.08 -0.65
N: 2.50 -1.27 2.44
C: 3.17 -1.69 1.31
C: 2.37 -1.36 0.23
N: 1.26 -0.69 0.71
C: 1.33 -0.67 2.02
H: 2.81 -1.36 3.38
H: 4.11 -2.20 1.29
H: 2.52 -1.54 -0.81
H: 0.61 -0.27 2.73



Question: Which formula does entry 2 have?
Answer: C12H24N2O5



Question: What is the formula in the fourth record?
Answer: C12H24N4OSTlV



What did the third record say?
Computed, not measured: a structure of composition C12H24N4OP2Sm, with ωB97M-V/def2-TZVPD.

Computed properties:
2S+1: 7
Gap between HOMO and LUMO (alpha / beta): 0.236 / 0.157 Ha
Total charge: +2
Total energy: -57306.4262 eV
Lowest unoccupied orbital energy (alpha / beta): -7.11 / -9.27 eV
Expectation value of S²: 12.05

Positions of all 44 atoms, in Å:
Sm: 0.72 -0.67 0.18
P: 3.42 0.29 0.60
P: -0.10 -2.97 -1.32
N: 0.36 1.53 0.76
N: -1.47 -0.20 -0.17
H: -1.20 2.90 1.14
H: -2.95 0.90 0.87
H: -1.20 1.48 2.20
C: -1.01 1.81 1.17
H: -2.30 1.71 -0.55
C: -2.02 1.07 0.30
H: 1.06 3.01 2.05
H: -3.35 -0.85 -0.77
C: 1.35 2.16 1.41
C: -2.27 -1.11 -0.73
C: 2.71 1.83 1.27
C: -1.84 -2.35 -1.25
H: 3.41 2.56 1.68
H: -2.64 -2.98 -1.64
H: 0.05 -3.47 -2.65
H: -0.19 -4.29 -0.78
H: 4.35 0.76 -0.39
H: 4.50 -0.02 1.48
H: -1.17 0.79 -2.53
C: -0.19 1.10 -2.92
C: 0.32 0.11 -3.94
C: -0.26 2.54 -3.39
O: 0.78 0.92 -1.77
H: -0.29 0.15 -4.85
H: 1.36 0.34 -4.21
H: 0.27 -0.91 -3.55
H: -0.68 3.20 -2.62
H: 0.71 2.93 -3.72
H: -0.95 2.59 -4.25
H: 0.60 1.60 -1.06
N: -0.47 -2.83 4.06
C: 0.33 -1.91 4.73
C: 0.73 -1.02 3.78
N: 0.22 -1.41 2.53
C: -0.54 -2.50 2.75
H: -0.93 -3.64 4.47
H: 0.55 -1.97 5.78
H: 1.34 -0.13 3.85
H: -1.11 -3.05 2.00